This record from the Open Molecules 2025 dataset describes a 14-piece molecular cluster, C33H74O24S9 overall at a distorted geometry. The level of theory is ωB97M-V with the def2-TZVPD basis set.

Each line ends with the Mulliken charge.
Element x y z (Å)
C  -4.21576  6.11228  3.50476  -0.2124
C  -3.57080  5.05982  2.67641  -0.2614
O  -4.03441  3.84339  3.19503  -0.2850
C  -4.95106  4.06567  4.07218  0.6759
O  -5.52124  3.21736  4.74216  -0.5952
O  -5.08357  5.37578  4.28722  -0.3446
H  -4.66058  6.80234  2.78778  0.2551
H  -3.47311  6.74599  3.98952  0.2723
H  -2.49099  5.09625  2.82059  0.2403
H  -3.80850  5.14126  1.61577  0.2511
C  -1.26532  -0.24994  0.20586  -0.1653
C  -0.46529  0.08061  -0.97322  -0.2043
O  0.85168  -0.15482  -0.43011  -0.3642
C  0.89327  -0.32969  0.88641  0.7017
O  1.86206  -0.46286  1.58699  -0.5878
O  -0.39149  -0.35732  1.27637  -0.3142
H  -1.68236  -1.23339  -0.01091  0.2432
H  -2.01293  0.54318  0.21824  0.2583
H  -0.65185  1.07604  -1.37619  0.2266
H  -0.65944  -0.60148  -1.80097  0.1996
C  5.36924  -3.98705  6.02743  -0.1775
C  3.96009  -4.53751  5.72442  -0.3187
O  3.61375  -5.37946  6.80504  -0.3007
C  4.48776  -5.21886  7.77848  0.7119
O  4.27286  -5.82656  8.84473  -0.5825
O  5.45295  -4.32916  7.39878  -0.3459
H  5.36053  -2.90467  5.89910  0.2209
H  6.21504  -4.52424  5.59830  0.2487
H  3.99412  -5.07385  4.77611  0.2866
H  3.26298  -3.70451  5.63361  0.2572
C  -1.59463  -3.30290  5.16690  -0.2244
C  -2.74942  -2.34669  5.20957  -0.2831
O  -2.46672  -1.62347  6.39940  -0.3013
C  -1.70504  -2.38606  7.22593  0.6500
O  -1.55679  -2.25198  8.45279  -0.5610
O  -1.21240  -3.46470  6.51543  -0.3046
H  -0.79644  -2.77945  4.64059  0.1823
H  -1.72498  -4.19336  4.55192  0.3584
H  -3.74780  -2.78084  5.26320  0.2218
H  -2.84031  -1.68404  4.34891  0.2607
C  -3.09446  -7.75856  -0.92939  -0.2352
C  -4.06936  -6.78743  -0.32425  -0.2123
O  -3.24518  -5.95112  0.43993  -0.2928
C  -1.96072  -6.09991  0.20049  0.7075
O  -1.07134  -5.48118  0.77699  -0.5652
O  -1.87850  -7.10681  -0.69411  -0.3680
H  -3.10697  -7.86721  -2.01389  0.2382
H  -3.22095  -8.78091  -0.57317  0.2325
H  -4.78090  -7.31341  0.31227  0.2726
H  -4.58806  -6.29603  -1.14739  0.2241
C  3.56795  3.93799  -5.79884  -0.9117
S  4.27661  2.27583  -6.23429  0.5110
O  5.75929  2.43049  -6.65615  -0.6307
C  4.08015  1.52629  -4.58185  -0.8333
H  3.67815  4.50480  -6.72333  0.3129
H  4.23062  4.42270  -5.08188  0.3067
H  2.54551  3.82090  -5.43967  0.3489
H  4.67161  2.06481  -3.84139  0.2954
H  4.41097  0.48795  -4.55959  0.3069
H  3.02079  1.60640  -4.33801  0.2950
C  1.12154  -3.89050  -4.29084  -0.9692
S  0.37390  -3.22344  -5.87028  0.4884
O  0.40677  -1.72236  -5.70287  -0.5509
C  1.90723  -3.59364  -6.88544  -0.9666
H  1.55200  -4.88136  -4.43570  0.4000
H  0.46300  -3.69887  -3.44366  0.3036
H  2.09933  -3.46099  -4.07281  0.3164
H  1.99369  -4.67978  -6.91586  0.3449
H  2.80164  -3.18360  -6.41639  0.2929
H  1.99555  -3.14231  -7.87367  0.3396
C  -8.68090  -2.38512  1.76476  -0.9370
S  -7.53933  -0.92689  2.08586  0.5063
O  -6.69581  -1.01660  0.82717  -0.5966
C  -8.66965  0.46818  1.77855  -0.8901
H  -8.08806  -3.27620  1.55836  0.3019
H  -9.19928  -2.27845  0.81187  0.3048
H  -9.33127  -2.53874  2.62587  0.3466
H  -9.26786  0.31817  0.87981  0.2987
H  -8.12237  1.40967  1.73209  0.2935
H  -9.45988  0.54074  2.52579  0.3708
C  6.80503  1.69794  3.24644  -0.9468
S  5.53477  2.93932  2.76839  0.5536
O  5.96713  4.30687  3.21945  -0.6314
C  5.92078  2.73207  0.94148  -0.9652
H  6.65922  0.75988  2.71083  0.3108
H  6.87639  1.52316  4.31997  0.3283
H  7.81690  2.02030  3.00087  0.3491
H  5.35608  1.85622  0.62192  0.3229
H  6.99760  2.62044  0.81460  0.3184
H  5.81406  3.66007  0.37977  0.3595
C  -2.23415  1.35162  -9.28035  -0.9300
S  -1.68359  3.00895  -8.66735  0.5033
O  -2.27240  4.05306  -9.65488  -0.6365
C  -2.85306  3.03154  -7.29466  -0.8982
H  -1.85946  0.45895  -8.77950  0.3426
H  -1.82553  1.16444  -10.27338  0.3370
H  -3.31548  1.30059  -9.40771  0.2962
H  -3.91303  3.02846  -7.54872  0.3455
H  -2.70387  4.05581  -6.95302  0.3198
H  -2.56136  2.35445  -6.49181  0.3235
C  7.72502  -2.52276  -0.49939  -0.9070
S  8.62069  -3.32757  0.93942  0.4931
O  7.81119  -4.53282  1.40703  -0.6077
C  10.25604  -3.81828  0.22996  -0.8717
H  8.30472  -1.69427  -0.90640  0.3256
H  6.73003  -2.12000  -0.30997  0.3150
H  7.52296  -3.31129  -1.22431  0.3185
H  10.06497  -4.57944  -0.52649  0.2943
H  10.79808  -4.34733  1.01380  0.3027
H  10.85606  -2.98441  -0.13437  0.3375
C  -7.58086  -2.34002  -4.73387  -0.8851
S  -6.28268  -1.27155  -5.40463  0.5085
O  -6.71665  0.14190  -5.34503  -0.6093
C  -4.96126  -1.41537  -4.11380  -0.8211
H  -8.58130  -2.16702  -5.13047  0.3320
H  -7.67922  -2.10115  -3.67493  0.2459
H  -7.35689  -3.40498  -4.79565  0.3335
H  -4.95471  -2.41845  -3.68732  0.2897
H  -5.24244  -0.75358  -3.29461  0.3022
H  -4.03209  -1.15858  -4.62254  0.3058
C  0.22024  8.28233  -2.82888  -0.9155
S  -0.15435  6.77894  -1.80891  0.4813
O  -0.13597  5.59819  -2.75219  -0.5843
C  1.38372  6.62255  -0.70412  -0.8676
H  0.79744  7.86237  -3.65264  0.2934
H  0.69917  9.17180  -2.41955  0.3443
H  -0.69123  8.60410  -3.33265  0.3144
H  2.31806  6.65532  -1.26450  0.3058
H  1.20850  5.63254  -0.28306  0.2685
H  1.27979  7.40510  0.04748  0.3610
C  1.91867  4.76591  7.38800  -0.9150
S  0.14757  4.49354  7.01882  0.4914
O  -0.11557  5.54775  5.94781  -0.6179
C  0.30048  2.85256  6.24392  -0.8602
H  2.52470  3.92632  7.72844  0.3561
H  1.91592  5.50094  8.19288  0.2962
H  2.50072  5.10356  6.53050  0.3185
H  1.12376  2.72036  5.54190  0.2887
H  -0.56679  2.71784  5.59756  0.2668
H  0.34940  2.01616  6.94116  0.3795

Forces on the atoms, in the same order (eV/Å):
0.74 1.43 -1.63
2.03 -0.04 -1.07
1.03 -1.32 -1.65
-1.78 -1.83 3.60
0.70 1.51 -1.62
-1.49 1.08 1.23
-1.03 0.05 0.43
-0.21 -0.47 1.00
0.06 -0.22 -0.31
-0.01 -0.20 0.03
-2.03 -0.69 -0.91
1.52 -0.33 -0.84
1.91 0.66 -2.26
-0.31 -0.06 0.13
-1.12 0.19 -0.92
-0.23 0.34 2.41
-0.61 0.07 0.68
-0.31 -0.38 1.34
0.81 0.29 0.34
0.39 -0.10 0.03
-0.99 -0.89 0.62
0.49 0.49 -1.63
-0.28 0.18 -1.57
-1.06 -1.59 3.34
2.07 2.49 -2.93
0.10 -0.50 2.52
0.53 -0.16 0.03
-0.23 0.40 -0.75
-0.39 -0.25 0.17
-0.22 -0.19 0.16
0.73 0.75 -1.68
-0.85 -0.02 -0.41
0.26 0.35 1.02
-0.08 -0.91 3.08
-0.31 -0.01 -4.54
-0.40 0.39 0.86
0.39 0.10 0.10
-0.33 -0.44 0.87
0.03 -0.42 0.51
0.59 0.22 0.15
-0.09 -0.34 -1.25
-0.82 -0.92 -0.68
-1.72 1.77 1.26
1.60 0.15 1.32
-1.99 -1.65 -2.07
2.98 -0.34 0.24
-0.59 0.22 -0.07
0.77 0.07 0.71
-0.03 0.40 0.10
-0.11 0.67 0.45
1.29 -0.63 -0.27
1.32 0.22 -0.83
-2.55 -0.05 1.38
0.54 0.44 0.09
-0.47 -0.06 -0.01
-0.15 -0.14 0.27
0.10 0.10 -0.17
-0.01 0.18 -0.02
-0.14 0.06 -0.39
0.01 -0.12 -0.04
0.92 0.12 -0.76
2.42 1.34 0.41
-0.56 -1.06 -0.08
0.07 -0.22 0.53
-1.28 -0.74 0.08
-0.09 -0.51 -0.25
-0.24 1.28 -0.23
0.04 -0.01 -0.27
-0.24 -0.03 0.70
-1.07 -0.15 -0.10
0.12 0.61 0.28
-0.17 -1.10 -2.29
-0.10 0.44 1.08
-1.04 -0.35 0.06
0.55 0.24 0.64
-0.31 0.69 0.22
-0.17 -0.07 -0.20
0.59 -0.15 -0.44
0.20 -0.30 0.05
0.37 -0.04 0.60
0.66 0.13 0.15
0.79 0.38 -0.55
-0.05 -1.13 -0.39
0.81 0.47 0.88
-0.41 0.02 0.08
-0.71 0.04 0.03
-0.10 0.49 -0.39
0.03 0.29 -0.34
0.10 -0.68 0.32
-1.16 -0.04 0.20
0.35 -0.29 -1.04
-2.35 0.37 -1.87
1.24 -1.93 1.63
0.48 1.22 0.50
-0.03 0.41 0.92
0.14 0.67 -0.24
0.00 0.28 0.35
0.19 -0.66 -0.48
0.11 0.05 0.42
-0.13 -0.13 -0.17
0.40 -0.99 -0.32
-1.13 0.64 1.27
1.28 1.10 -1.28
-1.01 -0.93 -0.35
0.33 -0.29 -0.04
0.17 -0.14 1.08
0.42 0.03 -0.30
0.12 0.20 -0.35
-0.21 0.30 0.30
-0.38 0.09 0.01
-0.23 0.09 1.49
0.78 -0.34 -0.64
-0.37 0.12 0.21
-1.21 -0.46 -0.08
0.38 0.30 -0.62
0.05 0.02 0.22
0.33 0.11 -0.32
0.25 -0.17 -0.30
0.14 0.32 -0.21
-0.09 0.03 0.27
0.05 -0.74 -0.85
0.71 -0.28 0.19
0.18 1.15 0.56
-1.38 0.20 -1.08
0.45 0.08 0.10
0.08 -0.43 0.53
-0.34 -0.15 0.43
-0.16 0.10 0.00
0.19 0.12 0.13
0.23 -0.09 0.01
0.39 -0.14 0.54
1.03 0.74 -1.29
-0.06 -1.42 0.94
-0.12 -0.28 -0.99
-0.66 -0.50 0.32
0.17 0.18 -0.22
-0.69 0.41 -0.30
0.40 0.56 0.20
-0.37 0.10 0.34
-0.15 0.36 0.39

Calculated values
Relative energy (zero: lowest compared OMol25 entry of this formula, charge and spin), kcal per mole: 59.98
Electronic energy, eV: -182064.6801
E_LUMO, eV: -0.408
Spin multiplicity: 1